(A)
Computed, not measured: 2 unconnected molecules or ions with the total composition C4H6O3Si, with ωB97M-V/def2-TZVPD.

The HOMO-LUMO gap is 9.118 eV. Its HOMO energy is -8.718 eV. The LUMO energy is 0.0147 hartree.

Positions of all 14 atoms, in Å:
H -1.45 -1.93 -2.12
H -1.58 -0.24 1.36
H 4.21 1.14 0.17
O 4.41 0.42 -0.42
C -1.60 -1.59 -1.02
O -1.34 -3.49 0.45
C -1.43 -2.57 -0.21
Si 3.74 -1.11 -0.38
H -1.79 0.41 -1.48
H 1.97 -0.63 1.04
C -1.53 0.43 0.55
O 2.74 -1.13 0.91
C -1.66 -0.16 -0.64
H -1.54 1.45 0.71

(B)
Computed, not measured: a molecular structure, C4H6O3Si, with ωB97M-V/def2-TZVPD.

The HOMO-LUMO gap is 8.953 eV. Its HOMO energy is -8.992 eV. The LUMO energy is -0.0014 hartree.

Positions of all 14 atoms, in Å:
O 2.00 -1.22 -1.42
O 0.38 2.23 -0.95
H -2.14 1.12 1.05
C -0.49 -1.58 -0.11
Si 0.34 1.02 0.06
H 1.82 2.13 1.35
O 1.36 1.31 1.29
H -2.42 -1.51 0.89
H 2.28 -2.03 -1.14
H -0.36 -2.68 -0.30
C -1.51 -0.87 0.64
C -1.34 0.44 0.82
H -0.34 2.37 -1.66
C 0.42 -0.72 -0.52

Which structure is the most stable? The one labeled (A).

(A)
Computed, not measured: 10 unconnected molecules or ions with the total composition C22H64N8O10, with ωB97M-V/def2-TZVPD.

The HOMO-LUMO gap is 8.408 eV. Its HOMO energy is -8.710 eV. The LUMO energy is -0.0111 hartree.

Positions of all 104 atoms, in Å:
C 9.70 10.94 33.33
H 4.29 11.48 31.35
H 7.28 10.40 34.71
H 7.68 9.92 31.20
O 9.17 6.48 35.42
H 8.17 4.97 28.78
H 1.05 4.50 30.61
H 0.44 9.53 32.39
O 8.37 9.11 32.82
C 5.17 7.06 34.02
H 7.48 7.68 31.20
H -0.42 9.55 34.08
H 2.36 6.68 32.64
H 10.41 4.58 34.03
H 6.09 1.27 31.41
N 4.55 7.86 33.33
H 0.84 1.60 35.80
H 1.05 7.78 29.63
H 6.85 5.50 35.79
H 1.86 1.96 33.54
C 8.14 9.76 34.94
H 9.93 11.57 34.18
H 7.71 8.54 33.20
H 1.70 5.86 35.20
H 8.64 10.32 35.71
H 9.82 8.93 33.90
H 6.76 6.03 33.95
H 5.66 12.49 30.71
H 6.57 2.57 30.38
C 5.97 5.70 30.52
N 6.56 2.15 31.32
O 3.75 2.92 31.20
H 7.53 11.77 31.03
H 1.52 2.64 32.18
H 0.66 4.87 32.31
H 0.26 7.07 31.73
C 3.69 2.67 32.41
H 1.40 2.50 37.17
H 4.84 4.33 33.08
H 8.38 6.32 31.87
O -0.21 3.73 35.57
H 2.22 1.04 32.27
H 4.61 3.38 31.16
H 9.36 3.28 34.38
C 2.31 2.08 32.55
N 7.76 3.73 32.35
N 7.43 4.93 35.14
C 8.67 5.24 35.08
C 8.10 6.83 30.98
C 3.90 3.86 33.25
H 8.33 4.18 33.19
H 3.73 8.25 33.75
O 4.75 6.71 35.29
H 1.39 11.07 34.13
H -0.52 4.28 34.86
H 1.43 5.15 36.77
H 2.33 8.27 35.45
H 4.29 1.83 32.72
H 10.57 10.67 32.86
H 3.92 3.48 34.29
H 2.99 9.90 35.81
H 6.42 6.51 32.37
C 9.05 9.62 33.73
H 0.57 8.23 33.57
H 3.03 6.10 31.16
H 6.05 4.99 31.34
H 5.30 6.51 30.85
H 7.03 4.10 34.91
H 5.29 5.09 29.95
O 8.02 5.01 29.75
C 1.79 4.94 35.85
H 9.11 11.54 32.57
C 1.02 3.79 35.36
N 7.21 10.78 30.90
O 0.78 6.89 29.84
H 4.82 8.35 32.45
N 9.39 4.31 34.42
H 7.72 4.29 31.52
C 0.50 5.11 31.30
O 5.45 9.18 31.33
C 2.35 6.80 31.57
H 2.81 4.66 36.00
O 2.61 9.89 33.28
H 7.84 8.82 35.24
H 1.16 3.77 34.30
N 6.31 6.77 33.40
H 2.69 7.80 31.44
C 0.43 9.29 33.49
H 2.99 10.70 32.98
N 5.19 11.53 30.83
C 7.32 6.03 29.98
O 6.98 2.04 33.64
H 3.14 4.60 33.08
C 0.94 6.54 31.04
C 1.67 10.00 34.05
C 1.44 2.50 36.05
H 7.22 6.55 29.01
C 7.16 2.64 32.40
C 2.16 9.34 35.40
C 5.94 10.49 31.08
H -0.53 4.97 31.02
H 1.34 9.55 36.14
H 8.97 7.20 30.53
H 2.53 2.42 35.79

(B)
Computed, not measured: 10 unconnected molecules or ions with the total composition C22H64N8O10, with ωB97M-V/def2-TZVPD.

The HOMO-LUMO gap is 8.088 eV. Its HOMO energy is -8.631 eV. The LUMO energy is -0.0199 hartree.

Positions of all 104 atoms, in Å:
O 2.70 -3.99 -3.00
H 1.25 -4.20 -0.61
H -1.07 -5.50 0.79
H -0.31 4.78 0.35
O 0.09 4.49 -2.10
N 2.60 -0.92 1.74
H 2.29 -0.98 -2.21
H 0.36 -0.13 3.38
C 1.19 3.85 2.87
C 2.45 -1.60 2.83
H -5.27 1.90 1.49
H -1.21 -1.21 0.83
H -1.46 -4.05 2.87
H -2.93 -3.80 -3.31
H 4.98 0.72 -1.97
H 3.48 3.49 -0.27
C -0.83 -1.21 -4.33
H -2.11 2.23 3.03
H -2.01 -4.98 -0.63
H 2.04 2.57 -3.16
H -2.78 -5.04 0.94
C -1.78 -2.08 -3.43
H 3.97 -1.78 -1.96
H 2.88 -3.58 -0.57
H -4.61 2.24 -0.11
H -1.81 0.82 1.13
H 1.84 -0.50 1.26
H -5.59 0.96 0.18
H -1.47 1.63 -1.75
H -1.97 4.03 -0.22
C -3.56 0.58 0.85
H 0.12 -1.66 -4.58
C -1.84 -4.82 0.39
C -0.28 3.53 -1.38
H 3.08 -3.80 -3.85
C 3.49 2.18 -1.57
C 4.36 1.04 -1.09
C 2.15 -3.04 -2.40
H 1.43 1.50 -0.36
H -0.68 3.41 3.63
H -4.51 -0.09 2.79
O 2.94 2.82 -0.70
H 2.69 4.74 2.05
H -0.58 -0.03 1.94
H -0.56 -0.27 -3.85
H -2.49 -2.80 2.50
H -2.06 3.02 -2.62
H 3.83 0.19 -0.81
N -0.22 0.73 3.29
H 0.37 1.53 2.97
C 2.41 1.72 -2.56
H 0.89 4.95 -1.76
C -1.17 2.56 -2.19
C 1.81 -3.29 -0.92
H 1.48 -2.38 -0.41
H -0.66 -1.75 -2.06
H -1.76 -3.74 -4.78
C -1.56 -3.42 0.72
C 0.09 0.05 -0.02
H 1.35 -2.73 -3.16
C -1.56 -3.20 2.25
H -0.04 5.06 3.82
C -2.41 -3.26 -4.03
N -1.78 1.99 4.02
H 4.29 2.79 -2.04
N 3.53 -1.76 3.42
H 0.60 2.97 -1.18
H 1.62 5.80 2.82
O -1.36 0.05 5.26
N -0.55 -0.45 0.97
C -3.73 -0.34 2.09
H -3.29 0.06 -0.07
O 1.25 -1.82 3.53
N 0.90 1.01 0.34
H -1.33 -0.87 -5.17
H -0.63 -3.13 0.32
H -0.65 3.23 0.80
N 0.09 4.10 3.48
H 3.54 -2.53 4.24
H 5.08 1.33 -0.34
H 0.91 1.54 1.24
O -1.25 -2.46 -2.37
N 1.98 4.87 2.76
C -1.17 0.88 4.21
H -2.86 -0.64 2.62
H -3.15 -2.83 -4.70
H -2.57 -1.48 -3.07
C -0.85 3.92 -0.05
H -0.73 -2.52 2.55
C 3.04 -1.76 -2.55
O -2.44 -2.74 0.17
H 1.62 1.22 -2.09
C -4.82 1.50 0.62
O 1.44 2.54 2.48
H 4.38 -1.51 2.90
O 0.08 -0.43 -1.28
O -2.61 1.33 1.06
H -2.20 -2.54 -0.73
H -4.10 -1.22 1.58
H 3.31 -1.64 -3.58
H -0.67 2.16 -3.12
H 3.49 -1.03 1.17
H 2.79 0.95 -3.20
H -2.67 2.04 4.69

Which structure is the most stable? The one labeled (B).

(A)
Computed, not measured: 2 unconnected molecules or ions with the total composition H2N3O2S, with ωB97M-V/def2-TZVPD.

The HOMO-LUMO gap (alpha / beta) is 6.186 / 6.785 eV. Its HOMO energy (alpha / beta) is -3.846 / -4.065 eV. The LUMO energy (alpha / beta) is 0.0860 / 0.0999 hartree. Its net charge is -1.

Positions of all 8 atoms, in Å:
H 0.43 0.69 -1.59
H 0.90 -0.15 2.09
S -1.65 -2.18 -0.62
O -0.48 0.80 -1.64
N 0.22 0.21 0.46
O 1.40 0.30 -0.01
N 0.00 0.01 1.67
N -0.82 0.32 -0.36

(B)
Computed, not measured: 2 unconnected molecules or ions with the total composition H2N3O2S, with ωB97M-V/def2-TZVPD.

The HOMO-LUMO gap (alpha / beta) is 7.446 / 6.444 eV. Its HOMO energy (alpha / beta) is -4.206 / -3.398 eV. The LUMO energy (alpha / beta) is 0.1191 / 0.1120 hartree. Its net charge is -1.

Positions of all 8 atoms, in Å:
N -2.00 -0.60 0.54
S 2.62 -0.35 0.90
N 0.97 1.36 0.06
N 1.35 0.06 -0.08
O 0.74 -0.76 -0.78
O 0.13 1.70 -0.74
H -2.70 -1.07 -0.06
H -1.12 -0.34 0.15

Which structure is the most stable? The one labeled (B).

(A)
Computed, not measured: 3 unconnected molecules or ions with the total composition C4H16NO2S, with ωB97M-V/def2-TZVPD.

The HOMO-LUMO gap is 8.098 eV. Its HOMO energy is -11.643 eV. The LUMO energy is -0.1303 hartree. Its net charge is +1.

Positions of all 24 atoms, in Å:
O -0.24 1.17 2.52
C -0.27 -1.40 0.30
H 0.65 1.09 2.89
C -0.94 -0.21 -1.84
O 3.30 0.09 -0.61
H -1.07 -1.10 0.98
H -1.57 -2.19 -1.10
H -0.73 1.48 3.29
H -0.15 0.52 -1.63
S -2.46 0.68 -1.34
H -1.14 1.54 0.61
H 3.49 0.89 -0.08
C -0.69 -1.53 -1.15
H 4.03 -0.46 -0.27
N 1.06 -0.66 0.41
H 1.73 -1.41 0.44
H -0.08 -2.40 0.69
H 1.07 -0.16 1.29
C -1.86 1.90 -0.13
H -0.11 -2.31 -1.66
H -1.50 2.78 -0.65
H -2.77 2.16 0.41
H 1.22 -0.18 -0.47
H -0.98 -0.28 -2.92

(B)
Computed, not measured: 5 unconnected molecules or ions with the total composition C4H16NO2S, with ωB97M-V/def2-TZVPD.

The HOMO-LUMO gap is 3.338 eV. Its HOMO energy is -12.785 eV. The LUMO energy is -0.3472 hartree. Its net charge is +1.

Positions of all 24 atoms, in Å:
H -5.42 2.57 1.52
H -0.93 -2.93 1.68
C 2.31 1.19 -1.55
H 1.00 -3.33 -1.11
H 0.33 1.48 1.90
C -3.79 2.09 0.35
H 1.85 0.42 1.29
H -4.23 2.74 -0.46
H 4.10 -0.14 -1.91
H 1.90 1.70 -2.51
H 2.86 1.85 -0.83
H 0.68 -0.40 2.35
H 1.42 0.82 -1.00
H -4.28 1.28 2.24
H 2.47 -0.80 -1.85
C -4.42 2.03 1.51
H -0.09 -2.13 0.63
C 0.74 0.47 1.50
O 1.82 -3.22 -1.62
N 3.13 -0.04 -1.57
O -0.27 -3.04 0.99
H 2.19 -4.16 -1.81
H -2.95 1.56 0.05
S -0.42 -0.01 0.21

Which structure is the most stable? The one labeled (A).